Density functional theory data (the ωB97M-V functional and the def2-TZVPD basis) for a structure of composition C2H5FNOPtTi.

Geometry as XYZ:
```
12
Properties=species:S:1:pos:R:3:forces:R:3:mulliken_charge:R:1
C 1.53764 1.04004 0.53161 -1.431 0.482 -0.689 -0.931
H 2.12525 0.59387 1.33395 -0.397 -1.095 -0.446 0.386
H 0.52795 -1.40599 0.92320 1.243 0.369 -0.092 0.271
O -0.58976 1.05820 -0.68885 5.538 2.306 -2.254 -0.573
Ti -2.17219 0.56735 -0.48752 -8.748 3.145 0.976 1.118
N 0.18428 -0.95442 0.08769 4.705 2.824 1.197 -0.367
Pt -3.02280 -1.74905 -1.43455 -9.085 -4.367 -6.836 0.778
F -1.66864 -1.23700 -0.43248 -3.322 -0.466 3.496 -0.298
C 0.27650 0.37752 -0.07809 4.942 -2.525 4.689 0.723
H -0.64452 -1.38965 -0.29149 6.036 -1.478 0.573 0.229
H 2.08417 1.06701 -0.41108 0.838 0.533 0.143 0.316
H 1.36211 2.03213 0.94761 -0.318 0.272 -0.757 0.347
```
Forces are in eV/Å.

Its HOMO energy (alpha / beta) is -17.305 / -19.993 eV. As for the total charge: +2. As for the spin multiplicity: 6. Its LUMO energy (alpha / beta) is -9.19 / -13.21 eV.